Computed, not measured: a structure of composition C26H46N5O5RbS6SiTe at a distorted geometry, with ωB97M-V/def2-TZVPD.

Structure (ORCA input):
```
! wB97M-V def2-TZVPD RIJCOSX def2/J DEFGRID3
* xyz -2 1
Rb -0.567 -0.975 -0.037
C -1.508 -3.107 3.771
C -1.393 -1.661 4.197
S -1.679 -0.742 2.664
C -1.263 0.944 3.207
C 0.236 1.126 3.407
S 1.131 0.466 1.971
C 2.595 -0.190 2.809
C 3.358 -1.026 1.798
S 2.230 -1.543 0.474
C 1.728 -3.218 1.053
C 0.860 -3.330 2.316
S -0.949 -3.151 2.045
H -2.554 -3.433 3.799
H -0.933 -3.781 4.414
H -0.392 -1.458 4.589
H -2.131 -1.408 4.963
H -1.809 1.183 4.125
H -1.622 1.635 2.435
H 0.557 0.621 4.323
H 0.474 2.188 3.520
H 2.291 -0.811 3.657
H 3.219 0.622 3.195
H 3.862 -1.876 2.268
H 4.137 -0.411 1.334
H 2.662 -3.766 1.224
H 1.235 -3.719 0.212
H 1.194 -2.640 3.091
H 0.991 -4.341 2.718
N 1.565 -3.588 -1.636
C 1.683 -4.724 -2.383
C 0.402 -5.098 -2.710
C -0.416 -4.121 -2.114
N 0.292 -3.198 -1.458
H 2.303 -3.029 -1.220
H 2.648 -5.155 -2.608
H 0.099 -5.953 -3.296
H -1.495 -4.043 -2.129
C 6.481 3.625 0.418
C 5.092 4.146 0.115
S 4.597 3.771 -1.560
O 5.352 4.617 -2.461
O 4.596 2.330 -1.710
C 2.907 4.329 -1.605
C 2.177 3.817 -2.840
N 1.751 2.428 -2.731
C 0.799 1.966 -1.829
N 0.799 0.649 -1.783
C 1.670 0.234 -2.753
C 2.216 1.317 -3.391
N 3.099 1.301 -4.504
O 3.716 0.250 -4.709
O 3.119 2.304 -5.227
C -0.088 2.829 -1.003
H 6.765 3.876 1.445
H 7.222 4.058 -0.261
H 6.525 2.536 0.310
H 5.047 5.232 0.235
H 4.362 3.680 0.784
H 2.942 5.424 -1.613
H 2.432 4.004 -0.676
H 2.794 3.960 -3.726
H 1.263 4.401 -3.002
H 1.833 -0.817 -2.957
H -0.357 3.755 -1.518
H 0.394 3.076 -0.053
H -1.019 2.298 -0.777
C -4.226 1.124 1.894
Si -3.324 1.912 0.445
C -4.378 1.702 -1.097
C -3.135 3.750 0.790
O -1.840 1.207 0.233
H -5.206 1.587 2.036
H -3.651 1.245 2.816
H -4.374 0.054 1.719
H -5.359 2.166 -0.960
H -4.528 0.641 -1.319
H -3.894 2.168 -1.961
H -4.114 4.218 0.931
H -2.632 4.248 -0.043
H -2.543 3.912 1.696
Te -3.560 -2.510 -0.827
C -5.388 -3.468 -1.283
C -5.541 -4.598 -2.072
C -6.875 -5.004 -2.196
C -7.767 -4.194 -1.506
S -6.899 -2.973 -0.741
H -4.715 -5.113 -2.543
H -7.181 -5.866 -2.774
H -8.840 -4.328 -1.468
H -1.554 -0.565 -2.376
*
```

Values from the calculation:
LUMO energy (spin up / spin down): 2.93 / 2.95 eV
E_HOMO (spin up / spin down): -0.04712 / 0.03069 Ha
Energy: -126227.6702 eV